1.
Here is C18H21N3S in the gas phase from OMol25. Energies are from ωB97M-V/def2-TZVPD.

Element x y z (Å)
C1 3.43714 -5.22335 -0.48477
C2 2.10564 -4.52120 -0.25289
C3 2.08692 -3.04493 -0.54729
C4 3.21314 -2.32446 -0.92328
C5 3.13526 -0.96746 -1.17404
C6 1.92450 -0.28628 -1.05692
C7 1.86315 1.13445 -1.30749
N1 0.76969 1.78002 -1.18320
N2 0.73188 3.09923 -1.39050
C8 -0.42246 3.80564 -1.19724
S1 -0.38402 5.45120 -1.30757
N3 -1.51509 3.06202 -0.96552
C9 -2.73566 3.58159 -0.41141
C10 -2.77470 3.40536 1.11834
C11 -2.60636 1.95649 1.47728
C12 -1.34341 1.43403 1.73187
C13 -1.17635 0.08614 1.99808
C14 -2.27308 -0.75839 2.00996
C15 -3.53597 -0.24797 1.76006
C16 -3.70009 1.09951 1.49302
C17 0.78822 -1.01094 -0.68292
C18 0.87566 -2.36104 -0.43290
H1 4.20938 -4.82004 0.16620
H2 3.75597 -5.11716 -1.51920
H3 3.33403 -6.28449 -0.26874
H4 1.80482 -4.66268 0.79032
H5 1.33815 -4.99926 -0.86942
H6 4.16708 -2.81726 -1.02379
H7 4.02514 -0.42607 -1.46343
H8 2.79386 1.63543 -1.59716
H9 1.56922 3.62884 -1.63561
H10 -1.33002 2.07362 -0.83253
H11 -3.57517 3.05089 -0.86900
H12 -2.79266 4.64147 -0.66842
H13 -3.72863 3.78432 1.48660
H14 -1.97089 3.99878 1.55726
H15 -0.48294 2.08824 1.72632
H16 -0.18830 -0.30454 2.19252
H17 -2.14469 -1.81043 2.21755
H18 -4.39581 -0.90187 1.77302
H19 -4.68762 1.49367 1.29858
H20 -0.15387 -0.49421 -0.58982
H21 -0.01106 -2.90688 -0.14188

SMILES string = CCc1ccc(/C=N/NC(=S)NCCc2ccccc2)cc1
energy = -34312.5580 eV
charge = 0
multiplicity = 1

=====

2.
Here is 3 unconnected molecules or ions with the total composition C5H12O2 in a non-equilibrium geometry from OMol25. Energies are from ωB97M-V/def2-TZVPD.

Element x y z (Å)
O1 -3.36554 -0.93200 0.55606
C1 -2.17182 -0.95222 0.51089
C2 -1.32932 0.22137 0.90607
C3 0.00684 0.25070 0.49149
C4 0.10230 1.17542 -0.77198
C5 1.05868 0.79906 1.51364
H1 -1.49210 -1.75101 0.15313
H2 -1.85098 1.12983 1.17895
H3 -0.33694 -2.36334 -1.76417
H4 0.41358 -0.70696 0.16606
H5 -0.53688 0.94147 -1.62213
H6 1.16766 0.96534 -1.04122
H7 0.00631 2.23354 -0.52748
H8 0.71687 1.69220 2.04366
H9 1.17503 0.02276 2.27215
H10 1.98991 0.86583 0.97397
H11 2.79093 -1.09641 -1.58321
H12 -0.43379 -1.87979 -2.32583
O2 2.08926 -0.61580 -1.13006

energy = -9467.4951 eV
charge = 0
multiplicity = 1

=====

3.
Here is 2 unconnected molecules or ions with the total composition C2Cl2NS2 in a non-equilibrium geometry from OMol25. Energies are from ωB97M-V/def2-TZVPD.

Element x y z (Å)
C1 -1.08313 -0.83704 -0.33429
C2 -0.08369 0.94733 -1.53609
N1 -0.51138 -1.08442 0.64707
S1 -1.53188 -0.65065 3.22085
S2 -0.09591 -1.45460 2.24467
Cl1 -0.49494 0.68925 -3.04132
Cl2 1.02756 2.11631 -1.14598

energy = -50265.5735 eV
charge = +1
multiplicity = 1

=====

4.
Here is 2 unconnected molecules or ions with the total composition C4H10N in a non-equilibrium geometry from OMol25. Energies are from ωB97M-V/def2-TZVPD.

Element x y z (Å)
C1 -2.59539 -0.95087 -0.29675
N1 -1.60180 -0.31889 -0.78387
H1 -2.95157 -1.85258 -0.77703
H2 -3.16183 -0.52317 0.52049
H3 -1.16173 0.41363 -0.22715
H4 -0.94042 -0.73677 -1.43497
C2 1.53994 1.55240 0.14326
C3 1.33405 0.07560 -0.11215
C4 1.21092 -0.80131 0.88585
H5 1.31108 1.76106 1.18623
H6 0.80063 2.12904 -0.42789
H7 2.53406 1.88014 -0.15617
H8 1.47760 -0.30949 -1.11950
H9 0.87061 -1.81158 0.67996
H10 1.33384 -0.50720 1.91968

energy = -5791.6231 eV
charge = +1
multiplicity = 1

=====

5.
Here is C3H3NO in the gas phase in a non-equilibrium geometry from OMol25. Energies are from ωB97M-V/def2-TZVPD.

Element x y z (Å)
C1 0.84155 0.16084 -0.61576
C2 -0.26530 -0.07698 0.09432
O1 -1.41013 -0.43529 -0.53979
C3 -0.32644 -0.08672 1.53937
N1 -0.28885 -0.20464 2.69092
H1 0.88687 -0.27509 -1.61145
H2 1.68519 0.73002 -0.26341
H3 -1.22984 -0.11553 -1.43694

SMILES string = C=C(O)C#N
energy = -6695.5253 eV
charge = 0
multiplicity = 1

=====

6.
Here is 2 unconnected molecules or ions with the total composition CBrO3 in a non-equilibrium geometry from OMol25. Energies are from ωB97M-V/def2-TZVPD.

Element x y z (Å)
C1 -0.77428 -0.28906 0.69702
O1 -0.36867 -1.36033 0.76465
O2 -1.25867 0.76066 0.70976
O3 0.49176 0.18203 -1.48751
Br1 1.90986 0.70671 -0.68392

energy = -77222.1170 eV
charge = -1
multiplicity = 1

=====

7.
Here is C4H6N2 in the gas phase in a non-equilibrium geometry from OMol25. Energies are from ωB97M-V/def2-TZVPD.

Element x y z (Å)
C1 -1.17354 0.88245 -0.28586
C2 -0.59414 -0.47540 0.00857
N1 -0.03008 -1.49182 -0.84987
C3 0.85522 -0.70197 0.12168
C4 1.67757 0.40697 -0.36098
N2 2.29834 1.34717 -0.63541
H1 -0.73435 1.33892 -1.17360
H2 -2.25770 0.82107 -0.40476
H3 -0.96595 1.52531 0.58052
H4 -1.08891 -0.97819 0.84299
H5 0.80982 -1.38680 -1.42286
H6 1.27068 -1.25413 0.94055

SMILES string = C[C@H]1N[C@H]1C#N
energy = -7222.5642 eV
charge = 0
multiplicity = 1

=====

8.
Here is a molecular structure, H5NOSi2 in a non-equilibrium geometry from OMol25. Energies are from ωB97M-V/def2-TZVPD.

Element x y z (Å)
N1 0.27873 -0.16555 -1.01522
O1 -0.54978 0.87170 1.61347
Si1 1.21175 -0.78690 0.15211
Si2 -1.22525 1.01206 0.22209
H1 -0.08334 -0.71115 -1.71745
H2 1.25512 -2.13509 0.84795
H3 2.70544 -0.32376 0.45987
H4 -1.45167 2.34712 -0.39056
H5 -2.14100 -0.10844 -0.17224

energy = -19368.8852 eV
charge = 0
multiplicity = 3